# 1
{"formula": "C15H46N8O7", "method": "wB97M-V/def2-TZVPD", "homo_energy_ev": -8.6, "relative_energy_kj_mol": 262.5, "fmax_ha_per_bohr": 0.1366, "smiles": "COC[C@H](C)N.COC[C@H](C)N.NC(N)=O.NC(N)=O.NC(N)=O.CCO.CCO", "e_lumo_ev": -0.046, "total_charge": 0, "gap_ha": 0.315, "species": ["C", "C", "C", "O", "C", "N", "H", "H", "H", "H", "H", "H", "H", "H", "H", "H", "H", "C", "C", "C", "O", "C", "N", "H", "H", "H", "H", "H", "H", "H", "H", "H", "H", "H", "C", "C", "O", "H", "H", "H", "H", "H", "H", "C", "C", "O", "H", "H", "H", "H", "H", "H", "C", "O", "N", "N", "H", "H", "H", "H", "C", "O", "N", "N", "H", "H", "H", "H", "C", "O", "N", "N", "H", "H", "H", "H"], "coordinates": [[16.105, 15.377, -7.749], [15.739, 14.320, -8.809], [16.907, 13.258, -8.964], [17.495, 12.786, -7.742], [18.315, 11.690, -7.856], [14.643, 13.527, -8.361], [17.156, 15.657, -7.813], [16.004, 14.947, -6.753], [15.419, 16.216, -7.869], [15.558, 14.761, -9.790], [17.765, 13.479, -9.599], [16.534, 12.422, -9.555], [19.121, 11.860, -8.570], [17.716, 10.883, -8.278], [18.637, 11.385, -6.861], [15.055, 12.824, -7.763], [14.064, 14.066, -7.734], [23.344, 8.474, -12.025], [23.287, 8.585, -13.506], [22.418, 9.726, -13.991], [21.054, 9.620, -13.529], [20.193, 8.985, -14.410], [24.679, 8.653, -13.891], [22.358, 8.586, -11.574], [23.894, 9.288, -11.552], [23.776, 7.530, -11.694], [22.964, 7.645, -13.952], [22.547, 9.816, -15.070], [22.779, 10.583, -13.423], [20.757, 8.473, -15.190], [19.522, 9.679, -14.915], [19.636, 8.243, -13.838], [25.123, 7.826, -13.518], [24.725, 8.496, -14.888], [17.787, 10.354, -11.939], [18.078, 11.700, -12.618], [18.566, 12.660, -11.654], [18.685, 9.837, -11.602], [17.411, 9.618, -12.650], [17.022, 10.452, -11.169], [17.209, 12.138, -13.109], [18.794, 11.634, -13.437], [18.037, 13.443, -11.820], [20.599, 16.665, -7.010], [20.737, 15.590, -8.049], [21.959, 15.773, -8.715], [21.358, 16.651, -6.227], [19.663, 16.803, -6.469], [20.643, 17.665, -7.441], [19.897, 15.648, -8.741], [20.832, 14.590, -7.627], [22.627, 15.625, -8.041], [21.955, 12.517, -10.978], [23.127, 12.303, -10.719], [21.177, 11.898, -11.796], [21.357, 13.572, -10.574], [20.248, 12.291, -11.730], [21.479, 11.044, -12.242], [21.851, 14.283, -10.054], [20.376, 13.629, -10.803], [25.469, 11.376, -8.075], [26.415, 11.448, -7.326], [25.289, 12.290, -8.962], [24.803, 10.312, -8.236], [24.583, 12.184, -9.677], [25.734, 13.195, -9.020], [23.964, 10.299, -8.798], [24.913, 9.603, -7.525], [26.057, 12.428, -12.457], [27.145, 12.635, -13.019], [25.370, 11.334, -12.301], [25.342, 13.421, -11.912], [25.492, 10.478, -12.823], [24.543, 11.363, -11.722], [24.454, 13.221, -11.475], [25.687, 14.361, -11.773]], "atomic_forces_ev_per_a": [[0.2, -0.3, -0.5], [2.8, -0.9, 1.0], [0.8, -0.2, -0.6], [-1.9, 2.1, 0.6], [-0.4, -1.0, -0.7], [-1.2, -0.6, 0.2], [-0.1, 0.5, -0.2], [-0.2, 0.0, 0.0], [0.3, 0.2, 0.2], [0.0, 0.1, 0.0], [0.0, 1.2, 0.0], [-0.7, -0.5, 0.3], [0.5, 0.1, 0.2], [0.1, -0.6, -0.1], [0.3, 0.2, -0.2], [-0.2, -0.4, 0.2], [-0.4, 0.1, -0.1], [-1.2, 0.2, 1.6], [0.1, -1.5, 0.1], [0.4, 0.2, 1.3], [1.4, 0.3, -0.3], [-0.3, -0.8, -0.5], [0.7, 0.8, -1.2], [-0.3, -0.4, 0.0], [0.4, 0.0, -0.3], [0.0, 0.0, 0.0], [-1.1, -0.2, 0.2], [-0.4, 0.4, -0.1], [0.4, 0.5, -0.8], [-0.1, -0.2, -0.1], [-0.2, 0.2, 0.1], [-0.3, 0.0, -0.2], [0.2, 0.0, 0.3], [0.3, 0.3, -0.4], [0.0, 0.0, -0.8], [-0.1, -0.4, -0.1], [-0.7, 0.0, -0.3], [0.2, 0.5, 0.5], [-0.3, 0.3, -0.4], [0.3, 0.0, 0.2], [-0.4, -0.2, 0.3], [0.4, -0.4, 0.2], [0.2, 0.3, 0.3], [-0.5, 1.4, 0.9], [-0.2, -0.2, 0.9], [0.7, 0.3, -1.0], [0.2, -0.3, -0.1], [-0.4, -1.0, 0.0], [0.5, -0.1, -0.6], [0.2, -0.2, -0.3], [-0.9, -0.1, 0.3], [0.4, 0.1, -0.1], [1.7, 0.2, -0.5], [1.5, -1.5, 0.4], [-0.7, -3.1, -1.9], [-1.9, 4.2, 2.6], [-0.3, -1.2, -1.1], [-0.9, 0.1, 0.2], [-0.3, 0.1, 0.2], [0.3, 0.9, 0.5], [4.6, 2.3, 0.8], [1.4, 0.0, 2.7], [-2.0, 3.9, -3.8], [-4.2, -5.6, -0.1], [0.0, 0.0, 0.4], [0.4, -0.7, 0.6], [0.1, -0.1, 0.2], [-0.1, 0.1, -0.3], [2.5, 2.7, -1.1], [-1.0, -0.9, 0.4], [-1.3, -4.2, -0.1], [-0.9, 2.9, 1.1], [0.5, 0.2, -0.1], [0.1, 0.0, -0.2], [0.2, 0.2, -0.2], [0.4, -0.5, -0.3]]}

# 2
{"formula": "H20O10", "method": "wB97M-V/def2-TZVPD", "homo_energy_ev": -9.9, "relative_energy_kj_mol": 746.6, "fmax_ha_per_bohr": 0.1142, "smiles": "O.O.O.O.O.O.O.O.O.O", "e_lumo_ev": -0.251, "total_charge": 0, "gap_ha": 0.353, "species": ["H", "H", "H", "H", "H", "H", "H", "H", "H", "H", "H", "H", "H", "H", "H", "H", "H", "H", "H", "H", "O", "O", "O", "O", "O", "O", "O", "O", "O", "O"], "coordinates": [[-0.198, 1.312, -0.796], [-0.070, 0.139, 0.003], [-4.014, -0.342, 0.711], [-5.109, 0.563, 0.108], [4.099, -1.496, 1.645], [3.351, -0.271, 1.212], [1.434, 0.681, -1.614], [1.790, 0.134, -0.143], [2.845, 2.113, 0.040], [3.328, 2.631, -1.356], [-2.255, 2.838, -0.132], [-1.521, 3.039, -1.509], [-1.892, -3.254, -1.355], [-2.623, -1.941, -1.204], [1.037, -2.788, -0.120], [2.345, -3.366, -0.798], [-1.624, -3.632, 1.401], [-0.286, -3.510, 0.537], [-1.017, 4.075, 1.109], [-0.044, 3.037, 1.095], [-0.711, 0.526, -0.518], [-4.935, -0.120, 0.695], [4.182, -0.508, 1.611], [1.652, -0.060, -1.031], [3.556, 2.041, -0.548], [-1.458, 3.167, -0.520], [-1.938, -2.489, -0.785], [2.046, -2.743, -0.163], [-1.061, -3.027, 0.962], [-0.909, 3.254, 1.463]], "atomic_forces_ev_per_a": [[-1.2, -0.3, 0.2], [1.5, -2.1, 1.6], [0.7, 0.2, -0.2], [-0.1, 1.9, -1.7], [0.2, 1.2, 0.0], [-0.3, 0.2, -0.3], [0.4, -0.1, 0.9], [0.6, 1.2, 1.9], [-1.6, 0.5, 1.3], [0.5, -1.5, 2.2], [-0.6, -0.6, 0.3], [-0.5, 0.2, 1.4], [-0.1, -0.4, -0.4], [0.3, 0.0, -0.2], [2.5, 0.3, -0.5], [0.2, -0.9, -1.0], [-0.5, -1.3, 0.6], [-2.1, 0.3, 1.4], [-0.8, 3.6, -1.2], [-0.3, -0.4, 0.3], [-2.0, 2.4, -1.5], [-0.6, -2.1, 1.9], [0.1, -1.6, 0.3], [0.2, -1.5, -3.2], [1.3, 1.4, -3.4], [0.3, 0.5, -5.5], [-2.1, 1.6, -3.0], [-2.3, 0.7, 1.5], [4.3, -0.5, 1.7], [1.9, -2.9, 4.7]]}

# 3
{"formula": "C36H34I2N3P2PbS4", "method": "wB97M-V/def2-TZVPD", "homo_energy_ev": -9.7, "fmax_ha_per_bohr": 0.0326, "e_lumo_ev": -5.520, "total_charge": 1, "gap_ha": 0.154, "species": ["Pb", "C", "S", "C", "C", "C", "N", "P", "C", "C", "C", "C", "C", "C", "C", "C", "C", "C", "C", "C", "P", "C", "C", "C", "C", "C", "C", "C", "C", "C", "C", "C", "C", "H", "H", "H", "H", "H", "H", "H", "H", "H", "H", "H", "H", "H", "H", "H", "H", "H", "H", "H", "H", "H", "H", "H", "H", "H", "H", "H", "H", "H", "I", "I", "S", "C", "S", "C", "N", "N", "C", "C", "C", "C", "C", "C", "S", "H", "H", "H", "H", "H"], "coordinates": [[2.032, -0.665, 0.221], [-4.470, -2.779, 3.834], [-3.445, -2.720, 2.346], [-4.481, -1.626, 1.328], [-4.196, -1.756, -0.163], [-3.031, -0.954, -0.768], [-1.644, -1.333, -0.370], [-0.796, -2.347, -1.582], [-2.039, -3.668, -1.879], [-2.359, -4.680, -0.973], [-3.310, -5.631, -1.304], [-3.944, -5.594, -2.539], [-3.620, -4.602, -3.450], [-2.668, -3.647, -3.123], [0.348, -3.302, -0.503], [1.365, -4.007, -1.150], [2.153, -4.908, -0.451], [1.934, -5.105, 0.905], [0.946, -4.383, 1.561], [0.157, -3.479, 0.867], [-0.680, 0.001, 0.127], [-1.512, 0.735, 1.570], [-1.158, 0.306, 2.846], [-1.781, 0.840, 3.963], [-2.765, 1.806, 3.813], [-3.118, 2.245, 2.544], [-2.492, 1.718, 1.426], [-0.828, 1.291, -1.151], [-1.104, 0.956, -2.476], [-1.149, 1.943, -3.447], [-0.898, 3.264, -3.109], [-0.613, 3.603, -1.794], [-0.576, 2.623, -0.816], [-5.445, -3.197, 3.590], [-4.576, -1.779, 4.252], [-3.964, -3.426, 4.547], [-4.370, -0.597, 1.673], [-5.502, -1.957, 1.520], [-5.083, -1.393, -0.690], [-4.077, -2.811, -0.401], [-3.180, 0.102, -0.537], [-3.134, -1.057, -1.853], [-1.882, -4.726, -0.005], [-3.554, -6.408, -0.591], [-4.684, -6.342, -2.790], [-4.104, -4.577, -4.417], [-2.410, -2.880, -3.844], [1.519, -3.858, -2.213], [2.923, -5.471, -0.961], [2.528, -5.820, 1.459], [0.768, -4.550, 2.616], [-0.633, -2.943, 1.372], [-0.396, -0.453, 2.970], [-1.497, 0.498, 4.949], [-3.255, 2.222, 4.683], [-3.881, 3.001, 2.419], [-2.765, 2.085, 0.446], [-1.280, -0.072, -2.757], [-1.381, 1.675, -4.469], [-0.919, 4.029, -3.874], [-0.420, 4.633, -1.527], [-0.353, 2.889, 0.208], [2.708, -0.061, 3.043], [3.083, -2.413, 4.472], [7.793, 2.864, 1.437], [6.307, 2.932, 0.735], [5.212, 1.564, 0.894], [4.015, 2.406, -0.083], [4.420, 3.555, -0.463], [5.674, 3.878, -0.026], [6.151, 5.159, -0.470], [5.433, 5.793, -1.486], [5.872, 7.005, -1.988], [7.022, 7.601, -1.494], [7.709, 6.993, -0.458], [7.274, 5.783, 0.063], [2.438, 1.836, -0.522], [4.540, 5.334, -1.879], [5.313, 7.486, -2.779], [7.381, 8.531, -1.915], [8.595, 7.456, -0.047], [7.806, 5.337, 0.881]], "atomic_forces_ev_per_a": [[0.3, -0.4, -1.1], [0.2, 0.1, -0.3], [0.2, 0.0, -0.1], [0.2, -0.1, 0.2], [0.3, 0.1, 0.0], [-0.4, -0.3, 0.1], [0.4, 0.3, 0.0], [-0.2, -0.5, 0.4], [0.1, 0.2, -0.1], [0.0, 0.0, -0.1], [0.0, -0.1, 0.1], [0.0, 0.1, 0.0], [-0.1, 0.0, -0.1], [0.0, 0.1, 0.0], [-0.2, 0.0, 0.0], [-0.1, 0.1, -0.1], [0.0, 0.0, 0.0], [0.0, 0.0, 0.1], [0.1, 0.0, 0.1], [0.0, 0.0, -0.1], [-0.9, 0.0, -0.3], [0.2, -0.1, -0.1], [0.0, 0.0, 0.0], [0.0, -0.1, 0.1], [0.0, 0.0, 0.0], [0.0, 0.0, -0.1], [-0.1, 0.0, 0.0], [0.1, -0.1, 0.1], [0.0, 0.1, 0.0], [0.0, -0.1, 0.0], [0.0, 0.0, 0.0], [0.0, 0.1, 0.0], [0.0, -0.1, -0.1], [0.0, 0.0, 0.1], [0.0, -0.1, 0.1], [0.0, 0.0, 0.0], [-0.1, 0.1, 0.0], [-0.1, 0.1, -0.1], [0.0, -0.1, -0.1], [-0.1, -0.1, -0.1], [0.0, 0.0, -0.1], [0.1, 0.1, 0.0], [0.0, 0.0, 0.1], [0.0, 0.0, 0.0], [0.0, 0.0, 0.0], [0.0, 0.0, 0.0], [0.0, 0.0, 0.0], [0.0, 0.0, 0.0], [0.0, 0.0, 0.0], [0.0, 0.0, -0.1], [0.0, 0.0, 0.0], [-0.2, 0.1, 0.1], [0.0, -0.1, 0.0], [0.0, 0.0, 0.0], [0.0, 0.0, 0.0], [0.0, 0.0, 0.0], [0.0, 0.0, 0.0], [0.0, 0.0, 0.0], [0.0, 0.0, 0.0], [0.0, 0.0, 0.0], [0.0, 0.0, 0.0], [0.0, 0.1, 0.0], [0.3, -0.5, 1.6], [-0.2, 1.0, -0.7], [-0.1, 0.1, -0.1], [0.2, 0.0, 0.0], [-0.3, 0.3, -0.3], [1.0, -0.3, 0.5], [-0.5, 0.2, -0.2], [0.1, -0.4, 0.3], [0.0, 0.3, -0.2], [0.0, -0.1, 0.0], [0.0, 0.0, 0.0], [0.1, 0.0, 0.0], [-0.1, 0.0, -0.1], [-0.1, -0.2, 0.1], [-0.5, -0.2, 0.2], [0.0, 0.0, 0.0], [0.0, 0.0, 0.0], [0.0, 0.0, 0.0], [0.0, 0.0, 0.0], [0.1, -0.1, 0.1]]}

# 4
{"formula": "C2H10N3O", "method": "wB97M-V/def2-TZVPD", "homo_energy_ev": -3.0, "relative_energy_kj_mol": 10.2, "fmax_ha_per_bohr": 0.0158, "e_lumo_ev": 4.513, "total_charge": -1, "gap_ha": 0.278, "species": ["N", "C", "N", "H", "H", "H", "H", "H", "H", "N", "C", "O", "H", "H", "H", "H"], "coordinates": [[2.046, -0.012, 0.296], [1.184, 0.610, 1.309], [0.232, -0.236, 1.989], [2.731, -0.630, 0.716], [1.401, -0.538, -0.322], [1.857, 1.109, 2.018], [0.616, 1.392, 0.803], [-0.334, -0.704, 1.253], [0.674, -0.895, 2.615], [-2.203, -0.318, -2.024], [-1.145, 0.088, -1.055], [-0.432, -0.974, -0.627], [-2.650, 0.497, -2.414], [-1.786, -0.852, -2.779], [-0.476, 0.848, -1.523], [-1.713, 0.616, -0.255]], "atomic_forces_ev_per_a": [[-0.2, 0.2, -0.3], [0.6, -0.1, -0.2], [-0.5, 0.3, 0.2], [-0.2, -0.1, 0.1], [0.2, 0.0, 0.3], [-0.2, 0.0, 0.2], [0.0, 0.0, -0.1], [0.5, -0.1, 0.2], [0.1, -0.2, -0.2], [-0.2, -0.3, 0.1], [0.4, -0.7, 0.0], [-0.3, 0.2, -0.1], [-0.1, 0.3, -0.3], [0.2, 0.1, 0.1], [0.0, 0.2, -0.1], [0.0, 0.1, 0.1]]}

# 5
{"formula": "C4H7N2O2", "method": "wB97M-V/def2-TZVPD", "homo_energy_ev": -14.5, "relative_energy_kj_mol": 368.8, "fmax_ha_per_bohr": 0.0838, "smiles": "C[C@]1(C=O)NC=[NH+]O1", "e_lumo_ev": -3.947, "total_charge": 1, "gap_ha": 0.388, "species": ["C", "C", "C", "C", "N", "N", "O", "O", "H", "H", "H", "H", "H", "H", "H"], "coordinates": [[-1.563, -0.401, 0.913], [1.454, 1.252, 0.306], [0.465, 0.256, -0.192], [0.990, -0.830, -1.086], [-0.316, -0.559, 1.182], [-1.834, 0.219, -0.213], [1.660, 1.533, 1.447], [-0.759, 0.874, -0.664], [-2.418, -0.829, 1.399], [1.941, 1.980, -0.544], [1.497, -0.268, -1.966], [0.029, -1.151, -1.536], [1.508, -1.630, -0.509], [0.189, -1.111, 1.845], [-2.842, 0.665, -0.382]], "atomic_forces_ev_per_a": [[-0.5, -1.4, 0.3], [1.0, 3.9, -1.2], [-2.4, -2.5, 2.5], [-1.1, 1.3, -1.4], [1.4, 2.3, -3.0], [-3.7, 0.3, 0.6], [-0.1, -0.9, 0.0], [2.8, 1.7, -1.2], [0.0, -0.2, 0.7], [-0.9, -2.0, 1.4], [-0.1, -1.4, 1.6], [0.8, -0.8, 0.0], [0.0, 0.8, -0.9], [-0.2, -0.2, 0.5], [3.2, -0.9, 0.2]]}

# 6
{"formula": "C4H6N2O2", "method": "wB97M-V/def2-TZVPD", "homo_energy_ev": -8.1, "relative_energy_kj_mol": 784.6, "fmax_ha_per_bohr": 0.1284, "e_lumo_ev": -0.468, "total_charge": 0, "gap_ha": 0.282, "species": ["C", "C", "C", "C", "H", "H", "H", "H", "H", "H", "N", "N", "O", "O"], "coordinates": [[-1.585, -1.621, -1.034], [-0.291, 0.056, -0.326], [0.418, -0.737, 0.656], [1.500, 1.249, 0.735], [-1.899, -2.041, -2.218], [-2.609, -1.690, -0.237], [-0.429, -2.098, -0.731], [0.470, -1.815, 1.027], [2.334, 3.205, 1.038], [-0.586, 2.358, 0.123], [2.222, 2.135, 1.086], [0.413, 1.276, -0.303], [-1.507, -0.292, -0.954], [1.549, 0.016, 1.137]], "atomic_forces_ev_per_a": [[-1.9, -4.9, -0.1], [1.7, -2.1, 4.2], [-0.3, 0.6, -1.7], [-3.9, 0.2, -3.1], [0.8, 1.3, 3.5], [3.1, -1.7, -2.2], [-4.1, 0.6, -0.9], [-0.3, 1.9, -0.8], [-0.9, -3.1, -0.6], [3.4, -3.5, -1.5], [3.2, 4.7, 2.0], [-4.3, 4.1, 0.6], [4.3, 5.0, 0.0], [-0.9, -3.2, 0.7]]}

Please write out number 2 again, unchanged.
{"formula": "H20O10", "method": "wB97M-V/def2-TZVPD", "homo_energy_ev": -9.9, "relative_energy_kj_mol": 746.6, "fmax_ha_per_bohr": 0.1142, "smiles": "O.O.O.O.O.O.O.O.O.O", "e_lumo_ev": -0.251, "total_charge": 0, "gap_ha": 0.353, "species": ["H", "H", "H", "H", "H", "H", "H", "H", "H", "H", "H", "H", "H", "H", "H", "H", "H", "H", "H", "H", "O", "O", "O", "O", "O", "O", "O", "O", "O", "O"], "coordinates": [[-0.198, 1.312, -0.796], [-0.070, 0.139, 0.003], [-4.014, -0.342, 0.711], [-5.109, 0.563, 0.108], [4.099, -1.496, 1.645], [3.351, -0.271, 1.212], [1.434, 0.681, -1.614], [1.790, 0.134, -0.143], [2.845, 2.113, 0.040], [3.328, 2.631, -1.356], [-2.255, 2.838, -0.132], [-1.521, 3.039, -1.509], [-1.892, -3.254, -1.355], [-2.623, -1.941, -1.204], [1.037, -2.788, -0.120], [2.345, -3.366, -0.798], [-1.624, -3.632, 1.401], [-0.286, -3.510, 0.537], [-1.017, 4.075, 1.109], [-0.044, 3.037, 1.095], [-0.711, 0.526, -0.518], [-4.935, -0.120, 0.695], [4.182, -0.508, 1.611], [1.652, -0.060, -1.031], [3.556, 2.041, -0.548], [-1.458, 3.167, -0.520], [-1.938, -2.489, -0.785], [2.046, -2.743, -0.163], [-1.061, -3.027, 0.962], [-0.909, 3.254, 1.463]], "atomic_forces_ev_per_a": [[-1.2, -0.3, 0.2], [1.5, -2.1, 1.6], [0.7, 0.2, -0.2], [-0.1, 1.9, -1.7], [0.2, 1.2, 0.0], [-0.3, 0.2, -0.3], [0.4, -0.1, 0.9], [0.6, 1.2, 1.9], [-1.6, 0.5, 1.3], [0.5, -1.5, 2.2], [-0.6, -0.6, 0.3], [-0.5, 0.2, 1.4], [-0.1, -0.4, -0.4], [0.3, 0.0, -0.2], [2.5, 0.3, -0.5], [0.2, -0.9, -1.0], [-0.5, -1.3, 0.6], [-2.1, 0.3, 1.4], [-0.8, 3.6, -1.2], [-0.3, -0.4, 0.3], [-2.0, 2.4, -1.5], [-0.6, -2.1, 1.9], [0.1, -1.6, 0.3], [0.2, -1.5, -3.2], [1.3, 1.4, -3.4], [0.3, 0.5, -5.5], [-2.1, 1.6, -3.0], [-2.3, 0.7, 1.5], [4.3, -0.5, 1.7], [1.9, -2.9, 4.7]]}